Entry 1:
{
  "formula": "C31H36BCl2F2N6O2S2V",
  "method": "wB97M-V/def2-TZVPD",
  "total_charge": -1,
  "s2": 0.84,
  "e_homo_ev": [-2.883, -2.694],
  "multiplicity": 2,
  "elements": ["V", "C", "C", "N", "N", "C", "S", "S", "C", "C", "C", "C", "C", "C", "C", "C", "C", "C", "C", "C", "C", "O", "H", "H", "H", "H", "H", "H", "H", "H", "H", "H", "H", "H", "H", "H", "F", "B", "F", "Cl", "C", "Cl", "H", "H", "C", "C", "O", "C", "C", "C", "C", "C", "C", "H", "H", "H", "H", "H", "H", "H", "H", "C", "N", "C", "N", "C", "N", "C", "N", "C", "C", "H", "H", "H", "H", "H", "H", "H", "H", "H", "H", "H", "H"],
  "positions_angstrom": [[-0.751260, -0.201812, 0.582702], [3.426829, 2.089413, -1.437876], [2.052323, 1.712937, -1.917970], [1.105838, 2.530973, -1.681420], [-0.087116, 2.475208, -2.323034], [-1.271865, 2.091986, -2.057884], [-2.176675, 1.067468, -0.925196], [-2.412697, 2.961990, -3.152904], [-3.485236, 1.637288, -3.781070], [-2.851402, 0.857207, -4.896032], [-2.050629, -0.245658, -4.616496], [-1.400200, -0.919414, -5.641184], [-1.542073, -0.501303, -6.956782], [-2.346069, 0.594603, -7.244463], [-2.992153, 1.267327, -6.218563], [1.844729, 0.371979, -2.536408], [2.471102, -0.097965, -3.682052], [2.172030, -1.361814, -4.173734], [1.226592, -2.148039, -3.523518], [0.606041, -1.697665, -2.365691], [0.953704, -0.455431, -1.857128], [0.480657, 0.028595, -0.690464], [3.348989, 2.845510, -0.656614], [4.013199, 2.512727, -2.258971], [3.974734, 1.224039, -1.062356], [-4.384048, 2.151815, -4.122102], [-3.739115, 1.001354, -2.934283], [-1.927053, -0.565740, -3.587537], [-0.769131, -1.766900, -5.404277], [-1.023147, -1.020386, -7.752601], [-2.463689, 0.929315, -8.267583], [-3.606852, 2.132179, -6.442244], [3.182444, 0.535364, -4.198741], [2.661285, -1.725327, -5.067516], [0.970339, -3.123425, -3.917858], [-0.131975, -2.299615, -1.849433], [-0.756903, 0.406173, 3.614663], [-1.430757, 0.407387, 2.446048], [-2.611712, 1.042546, 2.499918], [-0.134820, 3.130725, 1.171320], [-0.002196, 4.675440, 0.352210], [0.625872, 5.973796, 1.410693], [-0.992500, 4.963335, 0.018820], [0.683699, 4.542389, -0.477089], [-0.973666, -3.027255, 3.275492], [-2.043584, -2.208954, 2.655620], [-1.573011, -1.169660, 1.817240], [-3.413161, -2.274978, 2.909948], [-4.390060, -1.504476, 2.215750], [-5.732471, -1.611248, 2.514150], [-6.201234, -2.497496, 3.485764], [-5.267913, -3.285327, 4.150642], [-3.913044, -3.187330, 3.883835], [-0.029859, -2.872151, 2.745911], [-1.208676, -4.096882, 3.211901], [-0.781632, -2.803250, 4.338934], [-4.073615, -0.816565, 1.441961], [-6.437863, -0.990384, 1.972117], [-7.256737, -2.570313, 3.713311], [-5.603013, -3.990115, 4.904867], [-3.218912, -3.803804, 4.441187], [2.421171, 1.522403, 2.848189], [1.929472, 0.195200, 2.459669], [2.064506, -0.700576, 3.613212], [3.456513, -0.800484, 4.074834], [3.909846, 0.548523, 4.424998], [3.819788, 1.480046, 3.298889], [4.627683, 0.947262, 2.200932], [4.199595, -0.393577, 1.786495], [2.789900, -0.309410, 1.385286], [4.277867, -1.272968, 2.957713], [1.792878, 1.904940, 3.653947], [2.344876, 2.194126, 1.994710], [1.715003, -1.696155, 3.337184], [1.439354, -0.325932, 4.422792], [4.948946, 0.496369, 4.759327], [3.294171, 0.925011, 5.244049], [5.673235, 0.902260, 2.515423], [4.545095, 1.621589, 1.346971], [2.453007, -1.308434, 1.094678], [2.692852, 0.352278, 0.527508], [5.318798, -1.329838, 3.285121], [3.944759, -2.273017, 2.672145]],
  "atomic_forces_ev_per_a": [[-0.77, 0.57, -1.03], [0.00, 0.00, 0.00], [0.08, -0.23, -0.02], [-0.30, 0.05, 0.03], [0.10, -0.08, 0.03], [0.12, -0.06, 0.05], [0.27, -0.19, 0.53], [-0.02, -0.03, -0.18], [-0.06, -0.01, 0.03], [0.09, 0.10, 0.04], [0.02, -0.05, -0.02], [0.00, -0.01, 0.03], [-0.03, 0.04, 0.01], [0.02, -0.03, 0.04], [-0.01, -0.02, -0.03], [0.10, 0.36, -0.27], [-0.05, 0.07, 0.03], [-0.06, -0.05, 0.03], [0.04, 0.08, 0.03], [0.10, -0.20, -0.09], [-0.29, 0.45, 0.65], [1.07, -0.69, -0.24], [0.01, 0.03, -0.01], [0.00, -0.02, -0.02], [-0.01, -0.01, 0.01], [-0.04, -0.04, 0.00], [-0.11, 0.01, -0.09], [0.01, 0.01, 0.00], [-0.02, 0.03, -0.02], [-0.01, -0.02, -0.01], [0.00, 0.00, -0.01], [0.00, 0.00, 0.00], [0.00, 0.00, -0.02], [-0.01, 0.00, -0.02], [0.01, -0.02, -0.01], [0.03, -0.02, 0.03], [0.10, -0.10, 0.09], [0.06, 0.64, 0.79], [-0.17, 0.01, -0.06], [-0.01, 0.02, 0.26], [0.02, 0.15, -0.11], [-0.05, -0.12, -0.09], [0.03, 0.06, 0.01], [-0.03, 0.04, 0.00], [0.05, -0.03, 0.14], [0.45, 0.93, -0.30], [-0.56, -1.38, -0.02], [-0.22, -0.09, 0.05], [0.02, 0.03, 0.03], [0.01, -0.06, 0.01], [0.03, 0.05, -0.06], [0.13, -0.04, -0.01], [-0.17, 0.03, -0.01], [-0.06, -0.04, -0.04], [0.01, 0.01, 0.04], [0.00, 0.00, -0.06], [0.00, 0.03, 0.06], [0.01, -0.01, -0.01], [0.00, 0.00, -0.01], [0.02, 0.00, 0.01], [0.01, 0.00, 0.01], [0.00, -0.05, 0.06], [0.06, -0.24, -0.24], [0.04, 0.03, 0.01], [-0.01, 0.05, -0.03], [-0.02, 0.00, -0.01], [-0.04, -0.02, 0.01], [-0.01, -0.03, 0.00], [-0.01, 0.02, 0.06], [0.07, -0.03, 0.06], [0.00, 0.02, -0.01], [-0.02, 0.02, -0.01], [-0.02, 0.01, -0.03], [0.00, 0.00, -0.01], [-0.01, -0.01, 0.01], [0.01, 0.00, 0.01], [0.00, 0.00, 0.01], [0.01, 0.00, 0.01], [0.02, 0.01, -0.01], [-0.02, 0.01, -0.02], [0.00, 0.01, -0.04], [0.01, -0.01, 0.01], [-0.01, -0.01, -0.01]]
}


Entry 2:
{
  "formula": "C31H36ClEuFN6O6",
  "method": "wB97M-V/def2-TZVPD",
  "s2": 15.76,
  "e_homo_ev": [-5.685, -8.444],
  "multiplicity": 8,
  "elements": ["Eu", "N", "N", "C", "O", "O", "H", "H", "H", "C", "C", "C", "C", "C", "C", "C", "F", "C", "C", "C", "O", "C", "C", "N", "C", "C", "O", "O", "H", "H", "H", "H", "H", "H", "H", "H", "H", "H", "H", "C", "C", "C", "C", "C", "O", "C", "C", "C", "C", "C", "C", "Cl", "C", "C", "C", "N", "C", "N", "C", "N", "H", "H", "H", "H", "H", "H", "H", "H", "H", "H", "H", "H", "H", "H", "H", "H", "H", "H", "H", "H", "H", "H"],
  "positions_angstrom": [[1.048982, 0.784811, 1.088352], [-1.222745, -0.466322, 1.203709], [-2.033598, 0.552471, 0.612137], [-1.767998, 1.941447, 0.871740], [-2.760912, 2.657207, 0.805400], [-0.552234, 2.294310, 1.044565], [-1.391780, -1.311686, 0.666625], [-1.483801, -0.616615, 2.181209], [-3.031185, 0.417995, 0.740160], [6.545965, 1.814933, 5.737484], [5.402500, 1.258704, 6.572036], [5.162595, 2.124589, 7.794622], [4.028642, 1.564014, 8.621332], [2.787769, 1.452527, 7.782567], [1.539713, 1.573669, 8.355651], [0.407664, 1.465306, 7.562570], [-0.791591, 1.592957, 8.170113], [0.456221, 1.238293, 6.225135], [1.710920, 1.110154, 5.619627], [1.809908, 0.821193, 4.201825], [0.821374, 0.682540, 3.468772], [3.133861, 0.699895, 3.666354], [4.213989, 0.869074, 4.448242], [4.141447, 1.142347, 5.788165], [2.878393, 1.235135, 6.394638], [3.194235, 0.500393, 2.186784], [2.833073, -0.619094, 1.735415], [3.213702, 1.550266, 1.464992], [7.364099, 2.079148, 6.406873], [6.236017, 2.714107, 5.201723], [6.940754, 1.104396, 5.014419], [5.674513, 0.254622, 6.918750], [4.931468, 3.143338, 7.464541], [6.090672, 2.172149, 8.364666], [3.822750, 2.183424, 9.494280], [4.317325, 0.576467, 8.996292], [1.445728, 1.754606, 9.417982], [-0.440907, 1.156461, 5.628197], [5.211327, 0.804758, 4.047654], [-2.763725, -0.651435, -2.931235], [-3.002182, 0.362341, -4.059711], [-3.223828, 1.752083, -3.456252], [-4.316268, -0.035440, -4.739435], [-1.817680, 0.385725, -5.085528], [-2.196484, 1.170436, -6.238645], [-1.302018, -0.990308, -5.534182], [-2.180646, -1.842036, -6.475922], [-2.599846, -3.181997, -5.914162], [-3.923030, -3.602812, -5.949375], [-4.308665, -4.835221, -5.433800], [-3.346738, -5.654650, -4.879367], [-3.813336, -7.200985, -4.221604], [-2.014764, -5.274660, -4.836731], [-1.654540, -4.041859, -5.354734], [-0.613723, 1.209922, -4.630003], [0.109849, 0.712565, -3.458860], [0.115044, 1.224681, -2.230870], [0.854004, 0.487892, -1.429939], [1.305994, -0.488818, -2.239268], [0.900137, -0.411401, -3.489613], [-3.560710, -0.560710, -2.189429], [-1.827082, -0.499113, -2.393150], [-2.780170, -1.679638, -3.299072], [-4.182599, 1.778854, -2.936711], [-3.239869, 2.534474, -4.217416], [-2.482256, 2.022815, -2.706424], [-5.121465, 0.038827, -4.005870], [-4.313594, -1.065255, -5.088284], [-4.579640, 0.622009, -5.570486], [-2.735592, 0.624581, -6.818521], [-1.047087, -1.564467, -4.644411], [-0.345222, -0.818930, -6.030796], [-1.611261, -2.015180, -7.392286], [-3.088063, -1.329582, -6.801669], [-4.673439, -2.957821, -6.392386], [-5.340836, -5.154241, -5.460395], [-1.276993, -5.936875, -4.406485], [-0.612436, -3.745102, -5.320296], [-0.909678, 2.227691, -4.382229], [0.092180, 1.265234, -5.455778], [-0.423200, 2.120407, -1.963089], [1.962613, -1.275973, -1.901201]],
  "atomic_forces_ev_per_a": [[-0.69, -0.34, -1.54], [-0.49, 0.18, 0.03], [-0.32, -0.14, 0.05], [-0.20, 0.69, -0.21], [0.10, -0.10, 0.00], [-1.50, 0.62, -0.07], [0.10, 0.03, 0.22], [0.02, -0.12, -0.25], [0.12, -0.11, 0.01], [0.03, 0.08, -0.05], [-0.15, -0.14, -0.03], [0.08, 0.23, -0.15], [-0.03, -0.05, 0.08], [-0.28, 0.04, 0.23], [0.45, -0.04, -0.15], [-0.53, 0.07, 0.31], [0.04, 0.00, -0.03], [0.01, -0.05, -0.22], [0.38, -0.01, 0.27], [0.46, -0.14, -0.09], [-0.74, 0.02, 0.70], [0.37, 0.08, 0.24], [0.08, 0.20, 0.95], [-0.20, -0.11, -0.38], [0.66, -0.05, -0.24], [0.00, 0.11, -0.57], [1.26, -0.44, 0.58], [1.23, -0.28, 0.84], [0.01, -0.01, -0.01], [0.01, 0.01, 0.04], [0.01, -0.03, 0.01], [-0.05, -0.01, -0.03], [-0.01, -0.02, 0.03], [-0.03, -0.03, 0.05], [0.02, 0.02, 0.00], [-0.05, -0.01, 0.01], [-0.08, 0.00, 0.01], [0.01, 0.00, -0.01], [-0.01, -0.01, -0.10], [0.01, -0.07, 0.14], [0.08, -0.10, 0.07], [-0.02, 0.20, 0.10], [-0.15, -0.04, -0.08], [-0.36, 0.11, -0.50], [0.06, -0.16, 0.18], [0.10, -0.12, 0.06], [-0.09, -0.05, -0.09], [0.09, -0.03, 0.10], [-0.06, -0.01, -0.04], [0.05, 0.13, -0.06], [0.00, -0.22, 0.10], [0.02, 0.08, -0.03], [-0.05, 0.09, -0.05], [0.05, 0.02, 0.03], [0.56, 0.13, 0.56], [0.25, -0.42, -0.25], [-0.28, 0.26, -0.23], [0.00, 0.05, -0.09], [0.24, -0.50, -0.55], [-0.47, 0.63, 0.32], [-0.02, 0.04, -0.04], [0.00, 0.04, -0.05], [-0.01, 0.01, -0.05], [0.00, -0.03, -0.01], [-0.02, -0.08, -0.07], [0.07, -0.05, 0.02], [0.01, 0.01, -0.01], [0.05, -0.06, -0.01], [0.05, 0.03, 0.04], [-0.03, 0.01, 0.02], [-0.03, -0.01, -0.03], [-0.05, 0.06, 0.00], [-0.03, -0.06, 0.00], [0.03, 0.10, 0.03], [-0.02, -0.02, 0.01], [-0.01, 0.01, -0.01], [0.01, 0.00, 0.01], [0.00, 0.01, 0.00], [-0.10, -0.05, -0.09], [-0.01, -0.04, -0.02], [0.01, -0.02, 0.10], [0.00, 0.02, -0.03]]
}


Entry 3:
{
  "formula": "C31H36N3Os",
  "method": "wB97M-V/def2-TZVPD",
  "total_charge": 1,
  "s2": 6.03,
  "e_homo_ev": [-8.658, -11.173],
  "multiplicity": 5,
  "elements": ["C", "C", "C", "C", "C", "Os", "C", "C", "H", "C", "H", "H", "C", "H", "H", "H", "C", "H", "H", "H", "C", "H", "H", "H", "C", "H", "H", "H", "C", "H", "H", "H", "C", "H", "H", "H", "C", "H", "H", "H", "C", "C", "C", "C", "H", "C", "H", "C", "H", "H", "H", "N", "C", "C", "C", "C", "C", "C", "C", "N", "C", "C", "N", "C", "H", "H", "H", "H", "H", "H", "H"],
  "positions_angstrom": [[-0.339212, 2.337428, 0.470489], [-1.475897, 1.928244, 1.245340], [-2.564347, 1.636659, 0.320428], [-2.083511, 1.835008, -1.000608], [-0.680192, 2.206464, -0.924221], [-0.717886, 0.062260, 0.005073], [-2.426008, -2.416662, -0.907208], [-1.006206, -1.847469, -1.118902], [-0.218186, -2.580315, -0.892326], [-0.638765, -0.784347, -2.030338], [-1.401364, -0.369807, -2.703158], [0.360121, -0.812454, -2.485379], [-2.422441, -3.945528, -1.145068], [-1.782772, -4.451956, -0.401711], [-3.439380, -4.372020, -1.071332], [-2.024350, -4.165831, -2.151222], [-3.443697, -1.755532, -1.858592], [-3.479644, -0.667103, -1.690762], [-3.157827, -1.936822, -2.908313], [-4.459305, -2.157643, -1.702948], [-1.608524, 2.049546, 2.740236], [-0.752014, 1.595159, 3.265745], [-1.657150, 3.114911, 3.038964], [-2.527866, 1.563170, 3.101026], [-3.969960, 1.293389, 0.727746], [-3.987372, 0.692113, 1.650967], [-4.556686, 2.212990, 0.916175], [-4.488867, 0.716846, -0.054111], [-2.894710, 1.851226, -2.264075], [-3.854083, 1.323905, -2.144575], [-3.122547, 2.898080, -2.541047], [-2.356667, 1.402049, -3.115791], [0.178296, 2.610956, -2.090928], [-0.169690, 2.138736, -3.024125], [0.159542, 3.708705, -2.238711], [1.226558, 2.309406, -1.934857], [0.963899, 2.849958, 1.014746], [1.791113, 2.690383, 0.305332], [0.890763, 3.935533, 1.217136], [1.232273, 2.345967, 1.956555], [-1.914852, -1.514048, 1.432463], [-2.842471, -2.124803, 0.549038], [-2.236583, -1.275849, 2.785455], [-4.129700, -2.400881, 1.046140], [-0.808535, -1.568268, 1.173867], [-3.515838, -1.577428, 3.260738], [-1.474401, -0.859134, 3.450157], [-4.462961, -2.132480, 2.381932], [-4.882890, -2.845198, 0.386897], [-3.777068, -1.389155, 4.307034], [-5.468257, -2.370857, 2.745763], [10.199499, -0.768092, 0.406264], [9.104282, -0.519696, 0.298236], [7.708030, -0.256817, 0.114231], [6.954003, -1.079187, -0.749248], [5.597299, -0.936035, -0.803637], [4.996528, -0.005894, -0.007930], [5.713923, 0.940448, 0.746094], [7.089524, 0.787969, 0.830026], [3.619489, -0.014036, -0.026679], [3.029608, 0.935883, -0.660701], [1.791409, 0.573398, -0.586463], [1.416228, -0.363851, 0.131779], [2.647616, -0.904891, 0.402341], [7.377552, -1.868217, -1.349970], [4.963855, -1.541099, -1.444750], [5.213471, 1.735706, 1.303702], [7.663134, 1.441278, 1.479472], [3.447298, 1.818056, -1.170156], [1.009093, 0.868688, -0.918088], [2.876280, -1.831108, 0.910341]],
  "atomic_forces_ev_per_a": [[-0.27, 0.13, -0.35], [-0.51, 0.18, -0.29], [0.46, 0.49, 0.17], [0.13, 1.12, 0.03], [-1.09, 1.04, 0.32], [-2.07, -1.38, -0.90], [-0.26, 0.11, 0.21], [0.11, 0.46, -1.14], [-0.17, 0.45, 0.16], [-0.68, -1.59, 0.13], [0.33, -0.06, 0.50], [-0.30, 0.15, 0.41], [0.20, -0.06, -0.05], [-0.23, 0.16, -0.28], [0.44, 0.25, -0.01], [-0.20, 0.06, 0.37], [0.02, 0.09, -0.07], [-0.02, -0.40, -0.07], [-0.14, 0.04, 0.36], [0.46, 0.14, -0.05], [0.03, 0.06, 0.16], [-0.29, 0.20, -0.14], [0.03, -0.46, -0.14], [0.37, 0.16, -0.14], [-0.14, -0.05, 0.04], [0.02, 0.20, -0.35], [0.26, -0.38, -0.10], [0.16, 0.21, 0.27], [-0.10, 0.03, -0.12], [0.35, 0.25, -0.07], [0.07, -0.44, 0.07], [-0.24, 0.18, 0.29], [0.00, 0.27, -0.20], [0.13, 0.18, 0.33], [-0.03, -0.51, 0.07], [-0.49, 0.49, -0.32], [0.09, 0.33, 0.13], [-0.53, 0.38, 0.45], [0.03, -0.45, -0.04], [-0.07, 0.19, -0.23], [0.28, -1.32, 0.70], [-0.02, 0.30, 0.36], [-0.45, -0.01, -0.05], [0.21, 0.16, 0.08], [-1.17, -0.52, 0.69], [0.20, 0.15, -0.29], [-0.30, -0.22, -0.19], [0.24, -0.01, -0.17], [0.30, 0.14, 0.28], [0.11, -0.09, -0.43], [0.43, 0.09, -0.16], [2.60, -0.54, 0.35], [-2.38, 0.55, -0.52], [-0.63, -0.04, -0.11], [0.91, 0.12, 0.35], [-0.09, -0.33, -0.17], [1.84, 0.12, 1.16], [-0.23, -0.58, -0.03], [-0.06, -0.42, -0.37], [-0.18, -3.05, 2.14], [0.65, 3.85, -2.90], [2.75, 3.07, -1.05], [4.99, -7.98, 4.18], [0.61, -0.20, 1.76], [0.53, 0.07, 0.09], [0.24, -0.11, 0.09], [0.04, -0.38, -0.16], [0.05, -0.13, -0.19], [0.15, -0.94, 0.46], [-7.49, 5.77, -5.44], [0.06, 0.25, 0.14]]
}